A cluster of 2 separate species, C3NO3 in total. Source: the Open Molecules 2025 dataset; level of theory: ωB97M-V/def2-TZVPD.

## Properties
orbital gap: 7.46 eV
E_tot: -10742.046 eV

```
! wB97M-V def2-TZVPD RIJCOSX def2/J DEFGRID3
* xyz -1 1
O 2.38997 1.06874 -0.52527
O -3.00651 0.95320 -0.29322
O 0.93086 -1.84315 0.19849
N -1.09184 -0.26126 0.25174
C 1.87454 0.30437 0.26539
C 0.86922 -0.67488 0.13010
C -1.96624 0.45298 -0.02724
*
```



The molecule C3O4S. Source: the Open Molecules 2025 dataset; level of theory: ωB97M-V/def2-TZVPD.

## Properties
orbital gap: 11.13 eV
E_tot: -22129.783 eV

```
! wB97M-V def2-TZVPD RIJCOSX def2/J DEFGRID3
* xyz 0 1
S 1.16184 -0.34971 -0.03489
O 1.90079 -0.44607 -1.28544
O -0.03579 -1.27136 0.01299
O -2.38082 -0.67044 0.07734
O 1.82459 -0.38426 1.22984
C -1.31004 -0.33011 0.06063
C 0.38566 1.73936 0.01568
C -0.47581 0.85086 -0.06406
*
```



The ion C3O5S with charge -2. Source: the Open Molecules 2025 dataset; level of theory: ωB97M-V/def2-TZVPD.

## Properties
orbital gap: 6.58 eV
E_tot: -24181.985 eV
structure (SMILES): O=C1C(=O)C1=S(=O)([O-])[O-]

```
! wB97M-V def2-TZVPD RIJCOSX def2/J DEFGRID3
* xyz -2 1
S -1.62280 0.56836 0.03505
O -1.90009 0.70949 -1.40005
O -1.67623 1.83448 0.76539
O 1.22379 -2.03587 0.90126
O 2.34837 0.76983 -0.93681
O -2.42122 -0.43538 0.78601
C 1.39130 0.12575 -0.44086
C 0.94103 -0.99558 0.31232
C 0.06875 0.02882 -0.05447
*
```



A structure of composition C40H100F6N8O12Zn. Source: the Open Molecules 2025 dataset; level of theory: ωB97M-V/def2-TZVPD.

## Properties
⟨S²⟩: 0.75
orbital gap (alpha / beta): 7.56 / 3.12 eV
E_tot: -144300.697 eV

```
! wB97M-V def2-TZVPD RIJCOSX def2/J DEFGRID3
* xyz 1 2
Zn -2.87527 2.06628 0.68414
F 1.90364 1.47102 0.78148
F 0.49441 0.11859 1.71245
F 1.33706 -0.38025 -0.15681
F -6.21869 3.59900 -0.89148
F -7.43574 1.97636 -0.45014
F -6.82269 2.25269 -2.48571
O -3.91079 -3.27285 -4.17324
O 1.52106 5.26741 2.86373
O -3.97664 2.20394 -1.58450
O -4.25391 -3.86529 2.00609
O -1.58884 0.46309 -0.17634
O -4.70233 1.19164 0.23685
O 6.62440 2.21868 1.00954
O 3.75453 -0.94457 -2.00821
O -0.68661 -2.15817 5.43534
O -0.99570 2.50403 0.20253
O 0.89044 5.53866 -3.32253
O 1.96211 -4.92566 -0.34704
N -3.30093 -1.24060 2.91323
N -6.81525 -1.74506 -5.88662
N 1.15829 -0.61461 -3.11423
N -0.66369 2.46467 3.98686
N 0.23949 5.58773 0.27398
N 10.26628 1.56002 1.15729
N 1.79478 -4.21071 2.80133
N -0.92513 -5.23870 1.64519
C -2.95213 -1.37027 -1.04806
C -2.10265 -4.51958 1.21888
C 9.21299 3.64763 0.97409
C 2.31010 1.42617 -3.48130
C 8.98195 2.21287 1.44132
C 3.11030 -2.32703 2.15542
C -0.40805 1.31811 -0.15871
C -3.59476 -4.58805 -3.76692
C 2.20522 -3.41993 1.64416
C 3.45752 -0.93143 -3.42095
C -3.25076 -4.80889 2.20986
C 2.28547 4.56880 -0.48835
C 1.07614 5.47744 -0.94107
C -5.96201 -0.86816 -3.81591
C 1.50969 -4.11982 -1.41190
C -3.77053 2.23701 -3.02562
C 0.27530 5.03525 -2.18114
C -1.22781 -1.83393 4.14508
C -2.38703 2.78864 -3.44488
C -3.58651 -1.99547 5.13884
C -5.23226 -3.16712 -4.75744
C -2.64938 -1.26818 4.19383
C 0.39071 4.88016 -4.44234
C 5.44662 1.51676 0.64858
C -5.13282 1.51793 -1.02552
C 0.68285 -2.48411 5.54245
C 2.24350 -0.10116 -3.86461
C 0.88385 0.65524 0.51852
C 2.93444 5.61882 2.81378
C -1.56582 -0.79953 -0.82281
C 7.83751 1.48167 0.76952
C -5.52966 -4.30765 2.45899
C 2.83055 -4.26398 0.58906
C -0.21348 3.78813 3.75749
C 1.28374 3.91644 3.29724
C -5.64840 -1.71730 -5.07194
C -2.45905 -4.92195 -0.23447
C 4.94995 -1.61740 -1.60980
C -6.42275 2.34812 -1.19972
C -0.53570 4.61294 5.00085
H 0.85579 3.91473 -4.64167
H -3.54394 -0.80052 -1.76447
H -6.78815 -1.27048 -3.22961
H 3.43804 -1.67342 1.34704
H -5.20292 -3.68223 -5.71760
H 3.34640 -1.96620 -3.74500
H 2.36619 -3.66565 -1.91012
H -5.25575 0.57784 -1.56331
H 4.62278 2.22853 0.59597
H 0.91908 -3.32304 4.88786
H 0.72805 5.91892 1.09357
H 3.29655 5.81529 3.82293
H 10.17806 1.18381 0.22413
H -4.64685 -1.76801 5.02903
H -0.40206 2.11340 4.89695
H -0.02679 4.63149 0.46058
H 1.54078 -0.74771 -2.18899
H -6.24207 -3.50635 2.26281
H -3.52161 -1.45003 -0.12208
H -0.15982 5.63383 4.93295
H 8.86445 2.21094 2.52497
H 4.03831 -2.67470 2.60932
H -0.22014 -5.11046 0.93340
H 2.73178 4.95306 0.42884
H -0.11520 1.44780 -1.20059
H -3.64000 -5.82403 2.13196
H 1.37530 -2.82740 1.25914
H -3.65581 -5.23712 -4.64047
H -1.09867 -6.23254 1.59761
H 3.50603 -3.59104 0.06088
H 3.12375 4.64711 -1.18064
H 1.27464 -1.66409 5.13570
H 1.00264 -1.56603 -3.41535
H -4.95990 -1.05359 -5.59497
H -3.42648 -2.13955 2.47024
H -6.00772 -3.63266 -4.14913
H -1.00353 -0.86399 -1.75435
H -5.57021 -4.51355 3.52860
H 0.21276 3.95707 -2.03381
H -4.28807 -1.02925 2.94458
H 4.81069 -2.61783 -2.01948
H -4.06962 -5.08120 -2.91874
H -2.54255 -4.49884 -3.49676
H -0.03419 1.88300 3.45255
H -4.48639 2.87155 -3.54811
H 2.62370 -1.61565 2.82269
H 4.99751 -1.60157 -0.52095
H -3.25510 -1.88131 6.17094
H 5.53326 1.09875 -0.35434
H -1.70919 -4.55915 -0.93745
H 1.06433 -4.86964 2.57252
H 0.95630 -2.72217 6.57039
H -2.64815 -5.99500 -0.20428
H -2.41677 2.90720 -4.52800
H 1.53282 3.14759 2.56585
H 2.19950 -0.27456 -4.93983
H -3.94723 1.23522 -3.41715
H 3.62180 4.88105 2.39987
H -2.80511 -2.32229 -1.55809
H 9.95885 4.11562 1.61657
H -1.87607 -3.45356 1.23792
H 1.32614 1.83782 -3.70596
H 1.39371 -3.58010 3.48073
H -2.11331 3.76266 -3.03934
H 1.93771 3.53765 -0.42585
H 3.44882 -5.02943 1.05801
H 1.47067 6.48002 -1.10618
H 10.44114 0.72718 1.70126
H -1.60506 2.06442 -3.21656
H -2.56938 -0.24387 4.55781
H 2.51085 1.60029 -2.42419
H -1.05788 -1.48673 -0.14616
H 8.02182 1.50158 -0.30460
H -2.86101 -4.69055 3.22090
H -0.12338 4.12449 5.88375
H -0.80579 4.17205 2.92690
H -6.70041 -2.36633 -6.67461
H 9.56964 3.67387 -0.05557
H 3.10437 6.53609 2.25001
H -0.69319 4.81940 -4.54020
H -3.35127 -4.36481 -0.52023
H -1.61083 4.71245 5.15019
H 1.97475 3.72163 4.11739
H 1.01863 -4.80804 -2.09988
H 0.58236 5.53884 -5.28940
H 5.83202 -1.13918 -2.03566
H 4.28330 -0.53362 -4.01081
H -5.08763 -0.93207 -3.16824
H -0.62606 -1.04438 3.69497
H 7.84608 0.47157 1.17906
H -1.19387 -2.71252 3.50085
H -0.70244 5.49595 -2.32216
H -3.49835 -3.05953 4.91953
H 3.02414 1.94414 -4.12158
H 5.25029 0.69604 1.33848
H -6.13233 0.19085 -4.00978
H 8.28099 4.20583 1.06296
H -6.81939 -0.86371 -6.37989
H 0.84631 -3.32271 -1.07627
H -5.81763 -5.20992 1.91945
*
```



A cluster of 8 separate species, C40H100N4O16 in total. Source: the Open Molecules 2025 dataset; level of theory: ωB97M-V/def2-TZVPD.

## Properties
orbital gap: 9.25 eV
E_tot: -81811.005 eV
structure (SMILES): COC[C@H](C)N.COC[C@H](C)N.COC[C@H](C)N.COC[C@H](C)N.COCCOCCOC.COCCOCCOC.COCCOCCOC.COCCOCCOC

```
! wB97M-V def2-TZVPD RIJCOSX def2/J DEFGRID3
* xyz 0 1
O 2.17919 -19.83176 -10.60534
O -5.71408 -19.50236 -3.72995
O -4.24052 -19.83503 -8.83804
O -1.15028 -20.83942 -10.37730
O -6.82962 -18.09708 -8.17727
O -6.77623 -14.16693 -12.04969
O -2.91556 -22.45460 -14.07975
O 3.97901 -20.74227 -14.42691
O 6.68884 -18.82123 -11.34703
O -10.31456 -21.60200 -8.79480
O -3.10522 -15.33309 -10.47435
O -5.10190 -11.43270 -12.90045
O -5.09727 -22.30753 -12.01539
O -2.19085 -25.55044 -12.24276
O 4.53985 -20.83023 -9.31765
O -5.36319 -8.12206 -14.30059
N -0.96334 -14.63742 -7.50608
N -3.47273 -22.40461 -3.32406
N -11.16283 -20.12740 -6.73063
N 1.90120 -19.19148 -13.43013
C 5.67416 -19.74944 -11.11193
C -2.87433 -24.32817 -12.47229
C -0.92460 -25.34492 -11.64155
C -6.20045 -22.04822 -11.18579
C 1.57234 -20.19858 -14.42223
C -2.85528 -20.09832 -8.95966
C -6.21225 -18.59696 -2.77771
C -2.63106 -23.83767 -13.91325
C -9.75008 -20.52918 -6.72931
C -9.58372 -21.80447 -7.60369
C 1.74309 -18.53818 -10.16332
C 2.84870 -20.50820 -15.25731
C -9.29315 -20.74547 -5.28085
C 2.09576 -20.74440 -9.50558
C -1.25329 -14.91148 -8.92147
C -5.08185 -20.63604 -3.14785
C -4.27949 -22.21069 -14.30968
C -4.53142 -19.08523 -7.64127
C -5.01107 -21.48245 -13.18418
C 3.33057 -20.69442 -8.62166
C -4.84601 -10.52127 -13.95901
C -10.02639 -22.55592 -9.77163
C -6.97211 -18.41064 -9.54167
C -4.90763 -22.27846 -5.18855
C -0.37691 -16.07788 -9.43011
C 3.95662 -22.01952 -13.82726
C -2.70946 -15.29577 -9.10025
C -5.38394 -12.73322 -13.36959
C -4.31083 -7.82535 -15.17316
C -6.92510 -14.94026 -10.89585
C -5.42700 -13.75329 -12.23931
C -3.54060 -16.62866 -10.82110
C 5.25474 -19.65491 -9.63302
C -6.01290 -19.01462 -7.43134
C -0.72400 -21.25633 -11.67176
C 6.89763 -18.55913 -12.71994
C -5.00380 -9.12106 -13.37773
C 0.39395 -19.76132 -15.28210
C -2.55042 -20.56780 -10.34456
C -4.22210 -21.45401 -4.13090
H 2.07795 -21.75690 -9.91549
H 2.69069 -21.39604 -15.87489
H -8.53395 -22.08264 -7.75856
H 1.75051 -19.48058 -12.47195
H -7.63202 -19.26730 -9.77131
H 5.96928 -18.17265 -13.17140
H -4.59701 -7.11636 -15.94760
H 1.35968 -21.15068 -13.92222
H -3.29864 -14.44651 -8.73069
H 1.91301 -18.37537 -9.10098
H 0.35540 -21.36623 -11.57379
H -5.83615 -21.33690 -2.76355
H -6.11697 -22.75844 -10.36257
H 6.13885 -19.51235 -9.00732
H -5.70440 -9.21556 -12.54703
H -1.06662 -14.00098 -9.49302
H -2.71947 -23.58172 -11.69832
H -6.04446 -21.45409 -13.55940
H -3.01127 -16.13971 -8.47432
H -9.65017 -19.93706 -4.64760
H -4.67939 -20.49164 -12.87484
H -5.62904 -10.72881 -14.69456
H -7.05460 -19.00246 -2.20618
H -0.21140 -26.09288 -11.97620
H -11.76876 -20.92175 -6.53708
H 4.96123 -22.24708 -13.47006
H -7.12951 -22.33917 -11.69651
H -2.81230 -17.44600 -10.73291
H -2.82137 -19.81280 -11.09164
H -7.85291 -15.50845 -11.00619
H -10.13465 -23.58594 -9.40474
H -3.00771 -22.07170 -2.48920
H 0.70076 -15.91638 -9.34597
H -0.62312 -17.04979 -9.00015
H -6.33614 -12.74013 -13.91453
H -6.55194 -19.96561 -7.43087
H 2.86502 -18.89355 -13.49927
H 4.59317 -18.79272 -9.51391
H -4.45644 -20.26770 -2.33012
H 5.90076 -20.81347 -11.23985
H -3.16053 -24.48233 -14.62124
H -9.14286 -19.73021 -7.15820
H 0.48729 -18.73224 -15.62179
H 1.19448 -20.58612 -8.91103
H -0.51177 -19.79802 -14.66938
H -3.92574 -24.61724 -12.50535
H -0.51909 -16.15262 -10.51646
H -6.48147 -17.72647 -3.37796
H -2.55564 -20.84326 -8.21448
H -6.15927 -15.71416 -10.77976
H -8.21131 -20.86868 -5.21928
H 7.03393 -19.49615 -13.27000
H -0.89381 -20.39085 -12.31888
H 3.30246 -19.76141 -8.03970
H -4.39539 -16.98118 -10.23226
H -4.23080 -22.78362 -5.86988
H -1.59902 -23.99224 -14.24648
H -4.85024 -23.06897 -14.66963
H -3.37770 -7.49658 -14.70333
H -9.97926 -22.66307 -7.04320
H 0.67278 -18.43102 -10.36244
H -4.11630 -19.75294 -6.87975
H -11.35483 -19.96510 -7.71807
H 0.02980 -14.68336 -7.33372
H -5.65710 -21.72566 -5.77297
H -6.02055 -18.72660 -9.97771
H -3.83214 -10.56317 -14.36540
H 3.21796 -22.03063 -13.02022
H 3.35547 -21.49648 -7.87804
H -5.63799 -22.99444 -4.78658
H -1.03199 -25.23543 -10.56047
H -4.00529 -8.70058 -15.76678
H 7.65806 -17.79118 -12.79850
H -10.68484 -22.43722 -10.63144
H -1.17470 -22.17230 -12.04603
H -3.83252 -16.57503 -11.87090
H -5.47652 -18.25314 -2.03709
H -6.28429 -21.02153 -10.82381
H 0.18885 -20.48501 -16.07586
H -2.26118 -19.18566 -8.80638
H -4.09082 -18.08854 -7.70483
H -4.05108 -23.17423 -3.00468
H -3.01785 -21.53804 -10.55210
H -5.12336 -13.22803 -11.33013
H -7.00724 -14.49559 -9.89671
H -8.99759 -22.50835 -10.15706
H -1.43082 -15.38270 -6.99579
H -3.47859 -20.80426 -4.60522
H -7.49479 -17.58261 -10.01574
H -9.77031 -21.65621 -4.90466
H -4.04010 -8.85185 -12.92587
H -4.67772 -13.07751 -14.13407
H 3.73312 -22.81448 -14.55125
H -6.15618 -18.53100 -6.46051
H -0.48056 -24.39081 -11.96057
H -4.40126 -21.49729 -15.13773
H 3.04531 -19.62580 -15.86926
H 2.22447 -17.82176 -10.82858
H 4.77779 -19.48713 -11.68452
H -4.81484 -14.60204 -12.54406
*
```



Number 3 is which compound? C3O5S



E_tot of number 4 (C40H100F6N8O12Zn)? -144300.697 eV



E_tot of number 2 (C3O4S)? -22129.783 eV



Among the records above, which one has the highest E_tot? C3NO3